Density functional theory data (the ωB97M-V functional and the def2-TZVPD basis) for an isolated molecule of C19H27ClN6O2.

Properties
SMILES string   Cc1ccn([C@H](C)C(=O)N[C@H](CNC(=O)c2nc(C)ncc2Cl)CC(C)C)n1
Electronic energy   -45700.950 eV
Kohn-Sham gap   0.3320 Eh

The geometry in ORCA input format:
```
! RIJCOSX wB97M-V def2-TZVPD def2/J DEFGRID3
* xyz 0 1
Cl 4.77 1.33 4.42
O -0.36 1.85 2.40
O 2.51 -0.39 3.54
N 0.78 0.47 1.00
N 3.46 1.77 0.37
N 5.25 -1.41 1.57
N 2.38 2.56 0.15
N 2.61 -1.49 1.56
N 7.36 -0.49 2.09
C -2.01 -2.09 1.66
C 5.40 0.26 3.23
C -1.13 -1.06 0.94
C 7.21 -2.23 0.41
C 0.54 1.67 1.60
C 0.21 -0.73 1.60
C 2.12 3.40 2.45
C 4.11 1.73 -0.78
C 2.35 3.01 -1.12
C 4.65 -0.63 2.47
C 1.43 2.85 1.21
C -1.64 -3.54 1.33
C 1.22 -1.89 1.54
C 3.46 2.50 -1.76
C 5.37 0.95 -0.92
C 6.77 0.29 2.98
C -3.48 -1.85 1.31
C 6.57 -1.32 1.41
C 3.15 -0.81 2.59
H 7.23 -3.25 0.80
H -0.63 -3.80 1.63
H -0.97 -1.36 -0.10
H 1.68 0.38 0.54
H -3.63 -1.95 0.24
H 1.56 3.65 -1.46
H 6.03 1.11 -0.06
H 3.26 -1.89 0.91
H 1.01 -2.56 2.38
H -1.89 -1.94 2.74
H -1.72 -3.71 0.25
H 1.37 3.64 3.19
H 2.80 2.65 2.86
H 7.39 0.98 3.54
H 6.63 -2.25 -0.51
H 0.75 3.60 0.80
H 5.17 -0.12 -0.98
H 3.76 2.67 -2.78
H 5.91 1.24 -1.82
H -4.12 -2.58 1.81
H 0.02 -0.48 2.64
H -3.79 -0.85 1.60
H 8.23 -1.91 0.20
H -1.68 -0.11 0.90
H 1.07 -2.46 0.62
H 2.69 4.29 2.20
H -2.32 -4.23 1.83
*
```

Results of the natural (NBO) charge analysis, in e, for atoms 1 through 4: 0.066, -0.627, -0.594, -0.627

Density functional theory data (the ωB97M-V functional and the def2-TZVPD basis) for a structure of composition C19H27F6N6O3PSTi in a non-equilibrium geometry.

Properties
Electronic energy   -94768.432 eV
Kohn-Sham gap (alpha / beta)   0.2694 / 0.2698 Eh

The geometry in ORCA input format:
```
! RIJCOSX wB97M-V def2-TZVPD def2/J DEFGRID3
* xyz 1 2
Ti -0.37 -0.11 -0.09
S 2.40 -5.67 -1.94
P -3.24 0.12 0.17
F -4.15 1.37 -0.01
F -1.87 1.18 0.34
F -2.90 0.05 -1.40
F -4.38 -0.94 0.02
F -3.29 0.10 1.75
F -2.07 -1.16 0.29
O -0.65 -1.45 2.58
O -0.29 0.50 -1.88
O 1.54 1.86 -0.54
N -0.10 -0.39 1.86
N 1.01 0.52 -3.73
N -0.77 2.06 -3.44
N 0.55 -1.75 -0.50
N 1.08 1.14 0.40
N -0.53 -8.62 -0.08
C 1.94 -0.40 -3.09
C -1.57 2.76 -2.43
C -0.68 -8.23 -1.34
C 1.25 -6.85 -1.21
C 0.41 -3.75 -1.82
C 1.72 -2.20 -0.01
C 2.29 -3.39 -0.39
C 0.49 -8.16 0.62
C 1.16 0.03 3.93
C -0.09 -2.55 -1.39
C 2.53 2.22 2.06
C -0.03 1.01 -3.02
C 0.19 -7.34 -1.96
C -1.21 2.36 -4.80
C 0.83 0.28 2.50
C 1.42 -7.26 0.10
C 1.50 1.22 1.66
C 1.64 -4.19 -1.33
C 1.37 0.97 -5.07
H 0.58 -8.51 1.64
H -1.04 -2.18 -1.77
H -1.68 3.80 -2.76
H 0.25 0.00 4.52
H -0.55 1.99 -5.56
H -1.28 3.44 -4.90
H 3.14 1.85 2.88
H 2.20 -1.55 0.71
H -2.56 2.33 -2.33
H -1.59 -1.24 2.69
H 2.93 -0.23 -3.50
H 1.64 -0.94 4.03
H 1.66 -1.44 -3.25
H -2.20 1.94 -4.96
H 2.25 -6.90 0.70
H -0.13 -4.34 -2.54
H 1.50 2.05 -5.11
H 2.32 0.51 -5.33
H 3.17 2.43 1.20
H 3.24 -3.70 0.02
H 0.65 0.64 -5.82
H 0.06 -7.06 -2.99
H 1.99 -0.19 -2.03
H 2.07 3.16 2.37
H 1.82 0.80 4.31
H -1.06 2.76 -1.48
H -1.52 -8.65 -1.88
*
```

Results of the natural (NBO) charge analysis, in e, for atoms 1 through 4: 1.486, 0.298, 2.614, -0.541

Density functional theory data (the ωB97M-V functional and the def2-TZVPD basis) for an isolated molecule of C19H27FN4O.

Properties
SMILES string   OCC[C@@H]1CN(Cc2nc3ccc(F)cc3[nH]2)CCN1C1CCCC1
Electronic energy   -30866.931 eV
Kohn-Sham gap   0.3320 Eh

The geometry in ORCA input format:
```
! RIJCOSX wB97M-V def2-TZVPD def2/J DEFGRID3
* xyz 0 1
F 7.11 2.10 0.01
O 1.23 2.69 -0.59
N 3.62 -2.06 0.31
N 0.33 -1.31 -0.59
N 3.06 -0.36 -1.00
N -2.12 -0.36 0.46
C -3.31 0.36 0.86
C -1.99 -0.69 -0.94
C 0.18 -1.05 0.83
C 0.18 1.75 -0.57
C -0.35 1.46 0.84
C -0.94 -1.79 -1.11
C -5.70 0.22 0.31
C -0.88 0.03 1.10
C 4.28 -0.03 -0.47
C 6.65 -0.02 0.92
C 4.63 -1.13 0.35
C -3.74 1.55 -0.03
C -4.54 -0.59 0.89
C 5.09 1.08 -0.61
C 6.27 1.04 0.10
C -5.03 1.11 -0.73
C 2.72 -1.58 -0.49
C 5.83 -1.12 1.06
C 1.43 -2.24 -0.84
H -2.95 -1.07 -1.30
H -0.82 -2.01 -2.18
H -5.65 1.95 -1.02
H -6.47 -0.42 -0.12
H 6.10 -1.95 1.69
H 1.14 -0.73 1.24
H -3.95 2.42 0.60
H -4.79 0.53 -1.62
H 2.51 0.20 -1.64
H -1.70 0.17 -1.57
H 0.50 0.81 -1.03
H 7.59 0.04 1.44
H -0.13 -1.97 1.36
H -1.27 -2.70 -0.59
H -1.13 2.18 1.10
H -4.33 -1.46 0.28
H -4.74 -0.94 1.90
H -3.12 0.72 1.87
H 1.91 2.41 0.04
H -1.09 0.00 2.18
H -6.15 0.83 1.09
H 0.48 1.62 1.54
H 1.42 -2.49 -1.90
H -2.97 1.84 -0.74
H -0.60 2.20 -1.20
H 4.84 1.92 -1.24
H 1.35 -3.17 -0.26
*
```

Results of the natural (NBO) charge analysis, in e, for atoms 1 through 4: -0.328, -0.725, -0.453, -0.452

Density functional theory data (the ωB97M-V functional and the def2-TZVPD basis) for a structure of composition C19H27N3O2 in a non-equilibrium geometry.

Properties
Electronic energy   -28687.466 eV
Kohn-Sham gap   0.3060 Eh

The geometry in ORCA input format:
```
! RIJCOSX wB97M-V def2-TZVPD def2/J DEFGRID3
* xyz 0 1
O 5.87 -1.71 -0.03
O -0.86 -1.81 -0.02
N 5.13 0.32 0.24
N -4.71 0.79 -1.14
N -1.09 0.43 0.45
C 2.83 1.04 -0.49
C 6.11 -0.60 -0.08
C -0.31 -0.71 0.12
C 1.86 -1.48 0.38
C 5.55 1.72 -0.13
C -7.18 -0.04 1.04
C 3.79 0.09 0.01
C -3.39 0.84 -0.57
C 7.54 0.02 0.01
C 3.23 -1.33 0.33
C -5.16 -0.55 -1.48
C -6.03 1.23 1.13
C -7.26 -0.86 -0.02
C 1.03 -0.44 0.14
C 6.98 1.57 0.58
C 1.51 0.95 -0.37
C -5.63 1.42 -0.29
C -5.72 -1.48 -0.30
C -2.67 0.07 0.34
H -6.41 2.00 1.79
H -3.15 0.64 1.54
H -0.79 1.21 0.61
H -4.23 -0.92 -2.01
H 5.65 1.96 -1.03
H 1.54 -2.18 0.69
H -5.74 -0.46 -2.22
H -7.87 -1.71 0.59
H -5.19 -1.42 0.78
H 5.26 2.23 0.61
H 0.86 1.69 -0.67
H -6.46 1.71 -1.02
H -2.70 0.80 -1.64
H -3.13 1.86 -0.63
H 7.65 2.23 -0.07
H 7.17 1.40 1.45
H -5.88 -2.25 -0.66
H 3.96 -1.99 0.43
H 7.82 0.20 -1.30
H -2.99 -0.90 0.50
H -7.65 -0.48 -0.77
H -5.18 0.71 1.44
H -8.20 0.67 0.97
H 3.09 2.09 -0.64
H 8.34 -0.56 0.48
H -7.22 -0.28 2.26
H -5.30 2.54 -0.22
*
```

Results of the natural (NBO) charge analysis, in e, for atoms 1 through 4: -0.555, -0.620, -0.451, -0.419

Density functional theory data (the ωB97M-V functional and the def2-TZVPD basis) for a structure of composition C19H27N3O3RhSe2 in a non-equilibrium geometry.

Properties
Electronic energy   -164445.077 eV
Kohn-Sham gap   0.2527 Eh

The geometry in ORCA input format:
```
! RIJCOSX wB97M-V def2-TZVPD def2/J DEFGRID3
* xyz 1 1
Rh 1.06 -0.99 0.37
Se 2.32 0.68 1.95
Se 1.19 0.77 -1.26
O 2.70 -2.22 1.25
O 0.61 -2.74 1.43
O 2.13 -4.13 2.15
N -1.02 -0.81 -0.24
N 1.83 -3.10 1.65
N 1.08 -2.15 -1.22
C 1.10 2.35 -0.11
C -1.19 -0.26 2.67
C -2.19 0.24 1.64
C -2.74 0.72 -2.16
C 2.97 0.89 -2.01
C -3.29 0.95 2.10
C -2.93 0.66 -0.66
C 4.14 0.21 1.47
C -4.01 1.36 -0.14
C -0.07 -3.51 -2.60
C -2.43 2.14 -2.64
C -2.06 0.04 0.26
C 1.95 -3.03 -1.72
C -1.27 -1.70 -1.15
C -0.19 -2.44 -1.72
C -4.22 1.48 1.22
C 1.28 -3.87 -2.61
C 2.19 2.38 0.94
C -0.69 0.84 3.60
H -5.09 2.01 1.60
H 4.79 0.99 1.85
H 0.04 0.45 4.31
H 2.97 1.75 -2.68
H 1.12 3.24 -0.75
H -3.65 0.37 -2.65
H -4.71 1.82 -0.83
H 3.00 -3.01 -1.45
H -1.50 1.29 4.17
H -1.95 0.06 -2.51
H -0.87 -3.97 -3.16
H -0.32 -0.69 2.16
H 1.74 -4.65 -3.19
H -3.43 1.07 3.16
H 3.17 2.55 0.51
H -2.33 2.17 -3.73
H -3.21 2.84 -2.36
H 3.75 0.99 -1.27
H 0.11 2.27 0.33
H 2.00 3.17 1.66
H -0.23 1.65 3.03
H 4.36 -0.73 1.97
H -1.61 -1.09 3.24
H 3.11 -0.02 -2.59
H -2.30 -1.87 -1.46
H -1.49 2.51 -2.21
H 4.24 0.09 0.40
*
```

Results of the natural (NBO) charge analysis, in e, for atoms 1 through 4: 0.792, 0.432, 0.684, -0.516

Density functional theory data (the ωB97M-V functional and the def2-TZVPD basis) for an isolated molecule of C19H27N3O4.

Properties
SMILES string   CCOc1cc(C(=O)NCCCn2ccnc2)cc(OCC)c1OCC
Electronic energy   -32801.335 eV
Kohn-Sham gap   0.3167 Eh

The geometry in ORCA input format:
```
! RIJCOSX wB97M-V def2-TZVPD def2/J DEFGRID3
* xyz 0 1
O -1.04 -2.34 0.44
O 0.79 3.37 0.55
O -3.90 1.37 0.26
O -3.60 -1.19 0.38
N 3.22 -1.85 -0.44
N 2.03 1.76 -0.43
N 4.49 -0.09 -0.05
C 3.14 2.64 -0.69
C 3.79 -0.80 -0.96
C -3.73 -2.35 -0.42
C 0.23 -2.94 0.60
C 0.02 -4.44 0.71
C -2.45 -0.45 0.31
C -0.05 -0.14 0.29
C -5.67 2.94 0.35
C -0.23 1.24 0.24
C -1.15 -0.99 0.35
C -2.62 0.95 0.27
C -3.56 -2.05 -1.91
C -4.16 2.76 0.30
C -1.51 1.78 0.25
C 5.19 1.15 -0.26
C 4.34 -0.74 1.14
C 4.37 2.36 0.19
C 3.56 -1.83 0.88
C 0.89 2.22 0.16
H -3.79 -2.94 -2.49
H 3.22 -2.60 1.55
H 6.12 1.12 0.31
H 3.43 2.58 -1.75
H 2.78 3.65 -0.47
H 0.88 -2.71 -0.25
H 0.98 -4.93 0.83
H 4.79 -0.39 2.04
H 5.43 1.24 -1.32
H 2.06 0.82 -0.79
H -3.03 -3.12 -0.11
H 5.02 3.24 0.17
H -4.23 -1.24 -2.21
H 4.03 2.22 1.22
H 3.74 -0.54 -2.00
H -6.12 2.51 -0.54
H 0.95 -0.56 0.34
H -2.53 -1.75 -2.12
H -3.70 3.20 1.20
H -4.75 -2.68 -0.22
H -3.74 3.25 -0.58
H -1.60 2.85 0.23
H -6.08 2.45 1.22
H -0.45 -4.81 -0.20
H -0.62 -4.67 1.55
H 0.70 -2.55 1.51
H -5.91 4.00 0.39
*
```

Results of the natural (NBO) charge analysis, in e, for atoms 1 through 4: -0.527, -0.633, -0.486, -0.493

Density functional theory data (the ωB97M-V functional and the def2-TZVPD basis) for a structure of composition C19H27N3O5S in a non-equilibrium geometry.

Properties
Electronic energy   -45663.747 eV
Kohn-Sham gap   0.3468 Eh

The geometry in ORCA input format:
```
! RIJCOSX wB97M-V def2-TZVPD def2/J DEFGRID3
* xyz 0 1
S -3.89 -0.73 0.58
O 0.12 3.10 1.91
O 1.37 -1.33 -2.85
O 2.79 0.93 0.88
O -5.19 0.23 0.38
O -4.10 -1.79 1.75
N 0.61 0.39 -1.58
N -3.50 -1.47 -0.72
N 3.12 -0.93 -0.93
C -1.61 0.08 2.07
C -2.07 -0.18 -2.15
C 4.61 -1.52 1.25
C 1.83 2.41 -0.99
C 1.34 2.79 2.87
C -3.46 -0.79 -1.79
C -0.72 2.25 1.76
C 3.89 -1.88 0.08
C -2.72 1.78 0.52
C -0.68 1.15 2.28
C 0.40 -0.55 -2.31
C -2.60 0.43 1.36
C 2.61 0.34 -0.39
C -1.67 2.65 0.84
C -1.10 -1.85 -0.59
C 1.91 1.14 -1.76
C 3.31 -2.25 1.25
C -2.37 -2.59 -0.37
C -0.99 -1.33 -2.04
H -2.11 0.66 -1.39
H 3.33 -3.13 1.56
H 2.57 0.74 -2.31
H -1.17 -1.97 -3.02
H -4.48 -0.10 -1.82
H 1.22 3.04 -1.94
H 2.49 -1.66 1.76
H -3.51 1.85 -0.10
H -0.02 0.73 -0.82
H -1.77 3.65 0.57
H 4.11 -2.83 -0.77
H -0.02 0.61 2.81
H 1.81 3.77 2.87
H -2.50 -3.42 -1.21
H -3.64 -1.60 -2.78
H 1.00 2.55 3.94
H 2.73 2.99 -1.01
H 2.82 -1.01 -1.87
H 4.73 -0.42 1.51
H 1.89 2.03 2.50
H -2.32 0.30 -3.08
H -0.42 -2.78 -0.84
H -1.71 -0.95 2.33
H 1.50 2.61 -0.21
H -0.78 -1.24 0.16
H -2.56 -2.94 0.46
H 5.57 -1.95 1.39
*
```

Results of the natural (NBO) charge analysis, in e, for atoms 1 through 4: 2.100, -0.462, -0.733, -0.737

Density functional theory data (the ωB97M-V functional and the def2-TZVPD basis) for an isolated molecule of C19H27N5O3S.

Properties
SMILES string   CCCc1nc(SCC(=O)N2CCCCCC2)c2c(=O)n(C)c(=O)n(C)c2n1
Electronic energy   -44572.412 eV
Kohn-Sham gap   0.3337 Eh

The geometry in ORCA input format:
```
! RIJCOSX wB97M-V def2-TZVPD def2/J DEFGRID3
* xyz 0 1
S 0.08 0.06 -1.74
O 2.64 -0.62 -1.70
O 4.72 -3.25 1.37
O -2.45 1.54 0.41
N -0.98 -1.24 0.32
N 0.21 -2.56 1.86
N 3.69 -1.93 -0.16
N -1.31 2.93 -0.94
N 2.49 -2.92 1.62
C -3.90 -1.05 3.57
C -1.67 0.60 -1.64
C -0.68 3.28 -2.19
C -2.16 -2.21 2.16
C 3.70 -2.74 0.97
C -1.65 3.90 -3.20
C -2.58 -0.89 2.83
C 2.58 -1.31 -0.70
C -1.52 4.01 0.00
C -2.43 5.09 -2.64
C 1.36 -1.54 0.03
C -1.85 1.73 -0.64
C 1.33 -2.34 1.18
C -0.90 -2.00 1.40
C 2.45 -3.75 2.80
C 0.13 -0.98 -0.35
C -2.90 4.67 -0.14
C -3.45 4.68 -1.57
C 4.97 -1.76 -0.82
H -0.20 2.40 -2.63
H -4.17 -0.11 4.04
H -0.73 4.75 -0.16
H -4.30 5.36 -1.59
H 1.79 -4.60 2.63
H -1.42 3.61 1.01
H 4.81 -1.13 -1.69
H -2.36 3.14 -3.53
H -1.75 5.83 -2.24
H -1.96 0.89 -2.65
H -3.61 4.13 0.49
H 0.11 4.00 -1.97
H 2.06 -3.17 3.64
H 5.37 -2.73 -1.12
H -2.94 -2.51 1.47
H -2.25 -0.25 -1.29
H -3.83 -1.81 4.33
H -2.97 5.55 -3.47
H -1.07 4.22 -4.07
H -1.80 -0.59 3.53
H -4.69 -1.32 2.87
H -3.83 3.68 -1.81
H 3.46 -4.08 3.01
H -2.83 5.69 0.24
H 5.68 -1.29 -0.13
H -2.00 -2.99 2.90
H -2.66 -0.12 2.07
*
```

Results of the natural (NBO) charge analysis, in e, for atoms 1 through 4: 0.366, -0.594, -0.612, -0.636

Density functional theory data (the ωB97M-V functional and the def2-TZVPD basis) for a structure of composition C19H28BN7SiZr in a non-equilibrium geometry.

Properties
Electronic energy   -40407.472 eV
Kohn-Sham gap   0.1551 Eh

The geometry in ORCA input format:
```
! RIJCOSX wB97M-V def2-TZVPD def2/J DEFGRID3
* xyz 2 1
Zr -0.89 1.08 -1.52
Si -2.28 -2.02 0.05
N 3.89 -0.04 -0.43
N 0.78 1.88 -0.59
N 3.26 -1.05 0.28
N 0.80 -0.02 -2.46
N 2.16 0.21 -2.52
N -1.89 -0.27 -0.21
N 2.12 2.01 -0.89
C -3.87 3.03 1.49
C -3.31 0.64 1.58
C 0.76 -1.26 4.09
C 5.36 -0.88 1.05
C 1.43 3.98 -0.16
C -1.91 -2.72 1.74
C 1.59 -0.82 -4.39
C -2.69 0.75 0.34
C 4.09 -1.48 1.23
C -3.30 3.15 0.21
C 0.48 -0.75 -3.57
C 5.19 0.01 -0.02
C 2.61 -0.17 -3.73
C -2.82 1.97 -0.47
C 0.39 3.07 -0.01
C -3.87 1.79 2.16
C -1.28 -3.02 -1.17
C 2.47 3.30 -0.78
C -4.10 -2.29 -0.27
B 3.06 0.90 -1.47
H 3.45 3.61 -1.10
H 1.47 4.99 0.18
H 3.97 1.46 -2.04
H 1.68 -1.29 -5.36
H -0.48 -1.25 -3.65
H 0.74 -1.38 2.99
H -0.21 -3.05 -0.89
H -1.67 -4.06 -1.18
H -2.29 -2.13 2.58
H -4.29 -3.37 -0.26
H -1.34 -2.62 -2.18
H -2.98 1.81 -1.58
H 3.76 -2.13 2.04
H 3.64 0.07 -4.00
H 5.94 0.63 -0.46
H 6.22 -1.09 1.65
H 0.82 -2.18 4.58
H -0.50 3.15 0.59
H -2.38 -3.72 1.81
H -3.24 4.12 -0.31
H -4.38 -1.89 -1.26
H -4.38 1.72 3.13
H -4.35 3.91 1.95
H 1.62 -0.63 4.34
H -3.32 -0.33 2.10
H -0.83 -2.86 1.91
H -4.74 -1.79 0.47
H -0.15 -0.72 4.39
*
```

Results of the natural (NBO) charge analysis, in e, for atoms 1 through 4: 2.414, 1.748, -0.377, -0.495